Here is an isolated ion of composition C3H10NS and charge +1 from OMol25. Energies are from ωB97M-V with the def2-TZVPD basis set.

Structure (XYZ):
```
15
C3H10NS | OMol25 | ωB97M-V with the def2-TZVPD basis set
C 1.261 1.072 -0.168
N 0.208 0.118 -0.330
C 0.470 -1.342 -0.177
C -0.858 0.277 0.667
S -2.497 -0.442 0.057
H 1.712 1.108 0.825
H 2.069 0.778 -0.780
H 0.866 2.115 -0.302
H -0.320 0.228 -1.253
H 0.861 -1.574 0.862
H -0.537 -1.817 -0.445
H 1.045 -1.881 -0.925
H -0.998 1.260 1.022
H -0.537 -0.602 1.565
H -2.744 0.701 -0.619
```

Values from the calculation:
M = 92.2 Da
total charge = +1
structure (SMILES) = C[NH+](C)CS
multiplicity = 1
E_LUMO = -3.415 eV
gap between HOMO and LUMO = 10.8 eV
energy above the lowest of the compared OMol25 structures with the same formula, charge and spin = 205.7 kJ/mol

Löwdin analysis output, partial charges in e: -0.009 -0.282 -0.057 -0.464 0.790 0.123 0.101 0.141 0.201 0.133 0.079 0.107 0.075 0.178 -0.114

Here is a 2-piece molecular cluster, C3H10NS overall from OMol25. Energies are from ωB97M-V with the def2-TZVPD basis set.

Structure (XYZ):
```
15
C3H10NS | OMol25 | ωB97M-V with the def2-TZVPD basis set
C 3.748 -1.199 -1.210
N 3.089 -0.963 -0.133
H 3.630 -0.415 -1.957
H 4.211 -2.173 -1.272
H 3.062 -1.535 0.705
H 2.469 -0.157 -0.197
C -1.207 1.015 0.689
C -2.593 0.340 0.512
S -3.446 0.995 -0.927
H -1.462 1.997 1.090
H -0.580 1.173 -0.174
H -0.653 0.408 1.407
H -2.423 -0.720 0.330
H -3.123 0.280 1.471
H -4.722 0.954 -0.335
```

Values from the calculation:
M = 92.2 Da
total charge = +1
multiplicity = 1
E_LUMO = -6.234 eV
gap between HOMO and LUMO = 4.9 eV
energy above the lowest of the compared OMol25 structures with the same formula, charge and spin = 205.9 kJ/mol

Löwdin analysis output, partial charges in e: 0.200 0.206 0.139 0.133 0.166 0.155 -0.195 -0.667 0.670 0.069 0.042 0.057 0.043 0.082 -0.098

Here is a 2-piece molecular cluster, C3H10NS overall from OMol25. Energies are from ωB97M-V with the def2-TZVPD basis set.

Structure (XYZ):
```
15
C3H10NS | OMol25 | ωB97M-V with the def2-TZVPD basis set
C 0.001 -1.149 -1.255
N 0.250 -2.570 -1.343
H -0.914 -0.728 -0.869
H 0.866 -0.523 -1.614
H 0.224 -3.066 -0.448
H 0.479 -3.316 -1.994
C -1.462 1.939 0.244
C 0.117 1.805 0.402
S 0.506 -0.029 0.996
H -1.727 1.878 -0.845
H -2.024 1.127 0.847
H -1.831 2.927 0.737
H 0.671 2.438 1.230
H 0.574 2.088 -0.626
H 1.894 0.061 0.694
```

Values from the calculation:
M = 92.2 Da
total charge = +1
multiplicity = 1
E_LUMO = -5.815 eV
gap between HOMO and LUMO = 8.4 eV
energy above the lowest of the compared OMol25 structures with the same formula, charge and spin = 377.8 kJ/mol

Löwdin analysis output, partial charges in e: 0.002 0.045 0.032 0.099 0.106 0.123 -0.179 -0.450 0.788 0.077 0.082 0.107 0.106 0.099 -0.036